Record 1
This record from the Open Molecules 2025 dataset describes a cluster of 2 separate species, C19H21NO4S2 in total at a distorted geometry. The level of theory is ωB97M-V with the def2-TZVPD basis set.

Element x y z (Å)
O: 1.746 1.020 2.977
S: 1.369 0.520 1.671
O: 1.379 1.351 0.485
C: -0.235 -0.264 1.744
C: -1.428 0.348 1.492
C: -2.672 -0.401 1.408
C: -2.992 -1.365 2.382
C: -4.155 -2.119 2.287
C: -5.016 -1.978 1.192
C: -4.690 -1.041 0.202
C: -3.564 -0.233 0.330
S: -0.095 -2.051 1.651
O: -0.785 -2.503 0.466
O: -0.317 -2.663 2.945
C: 1.687 -2.165 1.330
C: 2.371 -3.365 1.132
C: 3.747 -3.343 0.911
C: 4.420 -2.122 0.888
C: 3.734 -0.927 1.098
C: 2.359 -0.961 1.333
H: -1.442 1.392 1.209
H: -2.338 -1.496 3.238
H: -4.352 -2.866 3.052
H: -5.913 -2.597 1.111
H: -5.307 -0.973 -0.692
H: -3.317 0.512 -0.429
H: 1.814 -4.296 1.159
H: 4.285 -4.275 0.757
H: 5.489 -2.096 0.706
H: 4.240 0.035 1.084
C: -2.917 6.185 3.124
C: -2.533 6.142 1.649
C: -2.242 4.734 1.116
N: -1.747 3.768 2.066
C: -1.659 3.974 3.489
C: -1.936 5.395 3.987
H: -2.914 7.229 3.450
H: -3.926 5.781 3.246
H: -3.318 6.593 1.031
H: -1.626 6.737 1.497
H: -3.172 4.363 0.652
H: -1.516 4.809 0.289
H: -1.175 3.023 1.692
H: -2.356 3.299 4.013
H: -0.649 3.677 3.821
H: -0.980 5.927 4.002
H: -2.294 5.348 5.019

Cartesian forces (eV/Å) of the 2 atoms listed first:
O -0.28 -0.11 -1.06
S 0.22 -0.19 -0.05

The SMILES is O=S1(=O)C(=Cc2ccccc2)S(=O)(=O)c2ccccc21.C1CCNCC1. Its charge is 0. Its total energy is -1888.59270 hartree. Its LUMO energy is -0.0229 Ha. The value obtained for the energy above the lowest of the compared OMol25 structures with the same formula, charge and spin is 216.04 kJ/mol.

Here are the Löwdin charges for atoms 1 to 2, given in e:
1 O -0.286
2 S 0.711

Record 2
This record from the Open Molecules 2025 dataset describes the ion C9H20N3O with charge +1 at a distorted geometry. The level of theory is ωB97M-V with the def2-TZVPD basis set.

Element x y z (Å)
C: -2.172 -0.622 -2.710
C: -2.055 -0.123 -1.487
N: -1.961 1.163 -1.102
N: -1.862 2.237 -1.978
C: -1.236 1.547 0.175
O: -1.445 2.787 0.751
C: 0.266 1.409 0.127
C: 1.401 2.302 -0.126
C: 0.867 0.009 0.697
N: 2.298 -0.136 0.563
C: 0.147 -1.113 1.414
C: 0.564 -1.410 2.900
C: 0.474 -2.409 0.506
H: -2.330 -1.652 -2.873
H: -2.019 -0.047 -3.629
H: -2.245 -0.696 -0.593
H: -1.304 2.139 -2.873
H: -2.486 2.965 -1.855
H: -1.688 0.871 0.906
H: -2.197 2.993 1.268
H: 2.155 2.499 0.738
H: 0.933 3.333 -0.356
H: 2.098 1.957 -0.929
H: 2.862 0.642 1.002
H: 2.418 0.127 -0.442
H: 2.510 -1.101 0.622
H: -0.957 -0.903 1.397
H: 1.585 -1.237 3.099
H: 0.246 -2.415 3.159
H: 0.027 -0.845 3.637
H: -0.300 -3.099 0.640
H: 1.354 -2.963 0.883
H: 0.424 -2.066 -0.611

Cartesian forces (eV/Å) of the 2 atoms listed first:
C 0.75 0.84 -0.83
C -0.77 -0.79 0.27

The SMILES is C=CN(N)[C@H](O)/C(C)=C(/[NH3+])C(C)C. Its charge is +1. Its total energy is -593.97521 hartree. Its LUMO energy is -0.1275 Ha. The value obtained for the energy above the lowest of the compared OMol25 structures with the same formula, charge and spin is 580.40 kJ/mol.

Here are the Löwdin charges for atoms 1 to 2, given in e:
1 C 0.026
2 C -0.233

Record 3
This record from the Open Molecules 2025 dataset describes a structure of composition C17H23CrF5NO2P2S at a distorted geometry. The level of theory is ωB97M-V with the def2-TZVPD basis set.

Element x y z (Å)
Cr: 0.109 -0.041 -0.246
P: 0.056 0.397 2.097
C: -0.816 1.943 2.054
C: -0.981 2.591 0.805
N: -0.551 1.940 -0.346
C: -0.683 2.517 -1.546
C: -1.007 3.875 -1.654
C: -1.459 4.568 -0.512
C: -1.583 3.862 0.671
C: -0.348 1.643 -2.783
P: -0.616 -0.087 -2.489
H: -2.046 4.294 1.544
H: -0.904 4.363 -2.631
H: -1.663 5.640 -0.568
H: -0.927 1.964 -3.655
H: 0.714 1.803 -3.016
H: -4.342 -0.081 2.774
H: -1.435 2.334 2.861
H: -3.566 -1.494 -0.032
O: -5.025 -0.007 2.065
H: -4.948 0.802 1.492
H: -0.749 -1.088 0.223
O: -3.335 -2.441 -0.211
H: -3.002 -2.753 0.644
C: -2.315 -0.392 -3.075
H: -2.402 -0.374 -4.179
H: -2.636 -1.343 -2.625
H: -2.947 0.395 -2.642
C: 0.428 -1.006 -3.658
H: 0.328 -2.072 -3.402
H: 0.169 -0.835 -4.721
H: 1.482 -0.743 -3.476
C: 1.720 1.065 2.414
H: 1.769 1.296 3.492
H: 2.519 0.391 2.073
H: 1.778 1.995 1.823
C: -0.317 -0.914 3.306
H: 0.247 -1.806 3.016
H: -0.049 -0.622 4.322
H: -1.371 -1.210 3.258
F: 6.028 -2.733 1.242
C: 4.742 -2.645 0.871
C: 3.863 -3.668 1.267
F: 4.266 -4.755 1.961
C: 2.530 -3.519 0.952
F: 1.642 -4.473 1.324
C: 2.078 -2.392 0.228
S: 0.419 -2.489 -0.248
C: 2.990 -1.385 -0.154
F: 2.615 -0.253 -0.875
C: 4.328 -1.516 0.148
F: 5.205 -0.540 -0.181

Cartesian forces (eV/Å) of the 2 atoms listed first:
Cr 1.12 -0.38 -0.29
P 1.03 -0.56 -1.21

Its charge is +1. Its total energy is -3491.19029 hartree. Its LUMO energy (alpha / beta) is -0.1212 / -0.1983 Ha. As for the expectation value of S²: 6.14. The multiplicity is 5.

Here are the Löwdin charges for atoms 1 to 2, given in e:
1 Cr 0.133
2 P 0.839

Record 4
This record from the Open Molecules 2025 dataset describes the molecule C5H8O3 at a distorted geometry. The level of theory is ωB97M-V with the def2-TZVPD basis set.

Element x y z (Å)
O: 1.378 -1.940 1.776
C: 1.599 -1.215 0.617
C: 0.355 -0.588 0.206
O: 0.477 -0.168 -1.167
C: -0.329 0.926 -1.273
C: -1.773 0.850 -0.686
C: -0.666 1.384 0.078
O: -0.036 0.492 1.014
H: 0.896 -1.551 2.465
H: 1.938 -1.927 -0.183
H: 2.405 -0.449 0.373
H: -0.558 -1.230 0.146
H: -0.225 1.487 -2.209
H: -2.390 -0.076 -0.450
H: -2.486 1.612 -1.233
H: -0.586 2.393 0.527

Cartesian forces (eV/Å) of the 2 atoms listed first:
O 2.29 -1.67 -0.61
C 1.18 -0.48 -2.03

The SMILES is OC[C@@H]1O[C@H]2C[C@H]2O1. Its charge is 0. Its total energy is -420.92728 hartree. Its LUMO energy is 0.0341 Ha. The value obtained for the energy above the lowest of the compared OMol25 structures with the same formula, charge and spin is 338.13 kJ/mol.

Here are the Löwdin charges for atoms 1 to 2, given in e:
1 O 0.009
2 C -0.214

Record 5
This record from the Open Molecules 2025 dataset describes a structure of composition C5H5NO at a distorted geometry. The level of theory is ωB97M-V with the def2-TZVPD basis set.

Element x y z (Å)
C: -0.690 0.846 0.139
C: -1.266 -0.148 -0.202
C: 2.443 0.011 0.268
C: 0.973 1.853 0.540
C: -2.261 -1.176 -0.466
N: 1.764 1.041 -0.058
O: 0.976 2.885 1.092
H: 2.993 -0.571 -0.591
H: 2.401 -0.507 1.226
H: -2.940 -0.566 -1.191
H: -2.671 -1.674 0.390
H: -1.722 -1.994 -1.146

Cartesian forces (eV/Å) of the 2 atoms listed first:
C 3.79 2.81 0.97
C -0.92 -0.86 0.81

Its charge is 0. Its total energy is -323.33178 hartree. Its LUMO energy is -0.0187 Ha. The value obtained for the energy above the lowest of the compared OMol25 structures with the same formula, charge and spin is 493.35 kJ/mol.

Here are the Löwdin charges for atoms 1 to 2, given in e:
1 C 0.083
2 C -0.257

Record 6
This record from the Open Molecules 2025 dataset describes the molecule C4H6N2O. The level of theory is ωB97M-V with the def2-TZVPD basis set.

Element x y z (Å)
C: -1.782 -0.228 0.219
C: -0.417 0.145 -0.336
N: -0.398 -0.116 -1.802
O: 0.701 -0.399 -2.209
C: 0.366 1.309 0.174
C: 0.907 0.139 0.345
N: 1.882 -0.674 0.848
H: -2.086 -1.242 -0.060
H: -1.791 -0.146 1.309
H: -2.531 0.464 -0.182
H: 0.330 2.376 0.317
H: 2.716 -0.176 1.134
H: 2.105 -1.453 0.242

Cartesian forces (eV/Å) of the 2 atoms listed first:
C -0.02 -0.02 0.04
C -0.18 -0.13 0.03

The SMILES is C[C@@]1(N=O)C=C1N. Its charge is 0. Its total energy is -340.61227 hartree. Its LUMO energy is 0.0116 Ha. The value obtained for the energy above the lowest of the compared OMol25 structures with the same formula, charge and spin is 479.51 kJ/mol.

Here are the Löwdin charges for atoms 1 to 2, given in e:
1 C -0.042
2 C -0.425